12
Properties=species:S:1:pos:R:3:forces:R:3:mulliken_charge:R:1 method="wB97M-V/def2-TZVPD" charge=+1 smiles="N#CC(CC(=O)O)=[N+]=O" spin_multiplicity=1 homo_lumo_gap_ev=6.91
C -2.1260 -1.0312 0.0404 2.068 3.162 0.298 -0.10
C -1.0845 -0.0015 0.0663 -1.384 -2.937 -0.072 0.72
C 1.6308 0.1002 0.0781 0.151 -0.660 1.408 0.43
C 0.2543 -0.6336 -0.0074 1.949 1.844 -1.971 -0.73
N -2.8962 -1.8212 -0.1756 -2.121 -2.301 -0.373 -0.16
N -1.4795 1.1586 0.1308 1.049 0.713 -0.306 0.57
O -1.7084 2.2511 0.0029 -0.670 1.342 0.181 -0.20
O 1.6862 1.3922 -0.2081 1.958 1.264 -0.111 -0.49
O 2.5398 -0.5624 0.4748 -0.003 -0.002 -0.390 -0.45
H 0.2078 -1.4244 0.6590 0.338 -1.348 1.843 0.52
H 0.2911 -1.1794 -0.9598 -0.278 0.286 -0.244 0.46
H 2.6844 1.7517 -0.1013 -3.055 -1.363 -0.265 0.42

14
Properties=species:S:1:pos:R:3:forces:R:3:mulliken_charge:R:1 method="wB97M-V/def2-TZVPD" charge=-1 spin_multiplicity=1 homo_lumo_gap_ev="7.37 / 7.37"
C 1.0081 0.1986 -0.7308 0.066 0.252 -0.044 -0.39
C 0.3556 -0.3294 -1.8709 0.280 -0.175 -0.224 0.00
C 1.3868 -0.3399 1.8643 -0.355 0.121 -0.517 0.71
C -0.9070 -0.0817 0.5568 0.847 -0.783 1.633 -0.40
N 0.3988 0.0168 0.4314 -0.431 0.074 -0.217 -0.03
N -1.8658 0.6798 -0.0868 -0.297 1.069 -0.459 0.95
O 0.6698 -0.3475 2.8092 -0.815 -0.046 1.108 -0.58
O 2.5076 -0.4784 1.4988 1.262 -0.103 -0.402 -0.59
O -3.0253 0.5579 0.3178 -0.239 -0.182 -0.010 -0.71
O -1.5411 1.5082 -0.9338 -0.107 -0.170 0.085 -0.58
O -0.7881 -0.7654 -1.8486 -0.176 -0.196 -0.860 -0.57
H 2.0680 0.3915 -0.7100 0.068 -0.066 0.014 0.41
H 0.9972 -0.4639 -2.7631 -0.028 -0.010 0.013 0.34
H -1.2645 -0.5468 1.4656 -0.075 0.216 -0.120 0.43

11
Properties=species:S:1:pos:R:3:forces:R:3:mulliken_charge:R:1 method="wB97M-V/def2-TZVPD" charge=0 spin_multiplicity=1 homo_lumo_gap_ev=7.69
C 1.3199 -0.7761 0.4080 0.358 -0.723 -0.101 0.25
C 0.6629 -1.6905 -0.3558 -0.422 -0.100 0.036 -0.49
C -1.1944 1.9512 0.2195 0.878 1.377 1.186 -0.23
C -1.3020 -0.0596 -1.0513 -0.589 1.781 1.061 0.36
N -1.6097 0.9427 -0.4749 0.693 -2.848 -1.772 -0.20
N 1.0482 0.4493 0.7893 -0.544 0.538 -0.280 -0.32
P 0.3949 1.8350 1.0320 -0.662 0.574 -0.052 -0.25
S -0.8840 -1.6469 -1.1761 0.418 -0.543 0.005 -0.09
H 2.2799 -1.1534 0.7702 -0.023 -0.173 -0.086 0.30
H 1.1134 -2.6570 -0.5240 0.067 -0.073 -0.124 0.28
H -1.8292 2.8053 0.3631 -0.174 0.190 0.128 0.39

10
Properties=species:S:1:pos:R:3:forces:R:3:mulliken_charge:R:1 method="wB97M-V/def2-TZVPD" charge=0 smiles=C#Cc1cnn[nH]1 spin_multiplicity=1 homo_lumo_gap_ev=10.11
C 2.5367 -0.1892 -0.2610 -0.428 0.055 0.069 0.20
C 1.3437 -0.0960 -0.1264 0.603 0.385 -0.176 -0.47
C -0.0693 0.0483 -0.0556 0.186 0.044 0.202 0.17
C -0.9353 1.0913 -0.1112 -0.008 0.149 -0.457 -0.41
N -2.2166 0.5988 -0.0165 0.302 -0.186 0.043 -0.21
N -2.1752 -0.6650 0.1735 0.641 -0.021 0.303 -0.53
N -0.8489 -1.0586 0.1236 -0.701 0.846 0.081 0.08
H 3.5949 -0.2530 -0.3992 -0.217 -0.038 0.081 0.41
H -0.7146 2.1355 -0.2133 -0.122 0.134 -0.179 0.44
H -0.5155 -1.6123 0.8861 -0.256 -1.368 0.033 0.31

10
Properties=species:S:1:pos:R:3:forces:R:3:mulliken_charge:R:1 method="wB97M-V/def2-TZVPD" charge=0 spin_multiplicity=1 homo_lumo_gap_ev=7.83
C -1.6904 -0.6817 1.6356 -0.185 -0.559 0.359 -0.22
C -0.7535 -1.1594 0.8887 0.423 -1.859 -0.734 -0.44
C -0.0064 -0.0579 0.1351 -0.200 -0.330 -0.366 0.57
C 1.3041 0.0389 -0.2737 0.085 -0.622 0.102 -0.35
N 1.4676 1.0754 -1.1309 -0.206 0.169 0.468 -0.28
N 0.3397 1.7063 -1.2235 0.042 -0.233 0.256 -0.52
N -0.5583 1.0595 -0.4838 -0.157 -0.566 0.048 0.22
H -0.7570 -2.8833 0.8624 0.112 4.649 -0.089 0.34
H 2.1236 -0.5997 0.0097 -0.017 -0.078 -0.175 0.42
H -1.4694 1.5018 -0.4196 0.103 -0.573 0.130 0.25

10
Properties=species:S:1:pos:R:3:forces:R:3:mulliken_charge:R:1 method="wB97M-V/def2-TZVPD" charge=0 smiles=N#Cc1ncc[nH]1 spin_multiplicity=1 homo_lumo_gap_ev=8.97
N 2.9331 0.2821 0.2977 -0.046 -0.348 0.117 -0.50
C 1.9509 -0.3174 0.1634 3.008 -1.684 0.774 0.34
C 0.7747 -0.9898 -0.1122 -0.985 3.616 -0.482 0.30
N -0.3069 -1.5808 0.1344 0.426 0.353 -0.069 -0.38
C -1.3768 -0.7322 0.0812 -0.200 -0.080 0.069 -0.53
C -0.9836 0.5794 -0.1063 -0.733 0.072 -0.077 0.01
N 0.2999 0.7304 -0.3065 -1.273 -0.754 -0.125 -0.32
H -2.3909 -1.0771 0.1952 0.138 -0.156 0.038 0.38
H -1.6325 1.4341 -0.0883 -0.366 0.137 0.011 0.40
H 0.7321 1.6714 -0.2586 0.031 -1.155 -0.255 0.31

10
Properties=species:S:1:pos:R:3:forces:R:3:mulliken_charge:R:1 method="wB97M-V/def2-TZVPD" charge=0 spin_multiplicity=1 homo_lumo_gap_ev="8.34 / 8.34"
N -2.4155 -1.7883 1.6414 0.852 0.582 -0.686 -0.37
C -1.6039 -1.2213 1.0427 -0.724 -0.502 0.484 0.15
C -0.5679 -0.5300 0.2742 0.234 0.092 -0.295 0.65
N 0.0631 0.4652 0.9744 -0.026 0.057 0.142 -0.59
C 0.8906 1.1319 0.2181 -0.029 0.139 0.058 0.22
C 1.1964 1.2064 -1.0965 -0.410 -0.504 0.182 -0.32
N -0.2930 -0.8249 -0.9459 0.152 0.244 0.403 -0.60
H 1.4344 1.9962 0.6510 -0.054 -0.009 0.131 0.33
H 2.2294 1.0970 -1.4406 -0.350 -0.425 -0.254 0.28
H -0.9335 -1.5323 -1.3187 0.356 0.325 -0.164 0.25

10
Properties=species:S:1:pos:R:3:forces:R:3:mulliken_charge:R:1 method="wB97M-V/def2-TZVPD" charge=0 spin_multiplicity=1 homo_lumo_gap_ev=9.65
C 2.2537 0.1580 -0.2381 10.011 -4.761 5.184 -0.01
C 0.7393 0.0238 -0.2662 3.931 1.201 1.062 0.51
C -0.1491 1.0562 -0.0571 -1.048 -3.203 -0.159 -0.53
C -0.9846 -0.9422 -0.0652 -6.403 -3.538 2.864 -0.10
H -0.0295 2.0809 -0.1491 -0.011 1.593 0.131 0.43
H -2.4373 0.5574 0.3422 3.859 -0.174 -0.802 0.31
H -1.7427 -1.7499 0.1418 0.544 1.000 -0.537 0.32
N 3.4898 -0.2558 0.2429 -12.320 4.513 -5.191 -0.36
N -1.3558 0.3256 0.1492 -1.953 2.030 -0.591 -0.14
N 0.2162 -1.2540 -0.1005 3.390 1.339 -1.960 -0.44

10
Properties=species:S:1:pos:R:3:forces:R:3:mulliken_charge:R:1 method="wB97M-V/def2-TZVPD" charge=0 spin_multiplicity=3 homo_lumo_gap_ev="7.28 / 8.56"
C -2.1159 -0.6951 -0.1442 -1.402 -1.399 0.482 0.21
C -1.4038 1.3868 0.0825 0.320 0.337 0.098 -0.05
C 0.4739 -0.3205 -0.1792 -4.544 -1.749 3.916 -0.51
C -1.0685 0.0475 0.4930 3.236 0.529 -4.311 0.40
N -3.0827 -1.1447 -0.5776 0.579 -0.042 -0.030 -0.35
N -1.7406 2.3852 -0.3472 -0.161 1.190 -0.348 -0.35
N 1.1710 0.1778 -1.0921 -0.990 4.883 -5.395 -0.39
H -0.9142 0.0735 1.5084 -0.001 -0.897 2.407 0.29
H 1.0586 -0.9575 0.3596 1.030 -1.792 2.666 0.45
H 0.8524 1.0695 -1.5825 1.933 -1.061 0.516 0.29

11
Properties=species:S:1:pos:R:3:forces:R:3:mulliken_charge:R:1 method="wB97M-V/def2-TZVPD" charge=0 smiles=c1nc2n[nH]cc2o1 spin_multiplicity=1 homo_lumo_gap_ev=9.91
C 2.2292 -0.1452 0.1203 -1.534 -2.838 -2.170 0.02
C 0.1408 -0.7123 -0.2227 6.222 -0.844 1.674 0.50
C -1.2543 0.8753 -0.0964 0.110 3.351 1.378 -0.86
C 0.1239 0.6454 -0.0689 -0.036 -0.611 -1.502 0.68
H 3.3806 -0.2234 0.0906 -2.139 1.228 0.424 0.32
H -3.0126 -0.4546 0.2736 3.817 0.133 -0.833 0.29
H -1.7772 1.8252 -0.0537 0.040 -0.218 0.021 0.43
N 1.5751 -1.2859 -0.0623 -1.566 3.929 0.239 -0.44
N -0.9365 -1.2626 -0.0252 -6.726 -4.739 0.664 -0.64
N -1.9258 -0.3013 0.0766 0.831 -0.303 -0.672 0.09
O 1.4568 1.0393 -0.0318 0.982 0.914 0.778 -0.39

11
Properties=species:S:1:pos:R:3:forces:R:3:mulliken_charge:R:1 method="wB97M-V/def2-TZVPD" charge=0 smiles="N#CC(C#N)NC=O" spin_multiplicity=1 homo_lumo_gap_ev=10.81
C -0.0688 0.5024 -1.8100 -0.086 1.537 1.585 0.26
C 0.3447 -0.1707 0.6484 -0.432 0.493 5.217 0.35
C -0.3179 0.9642 1.4003 -3.338 5.438 4.496 -0.04
C -0.5502 -1.4437 1.0319 -3.241 -3.032 -0.148 0.21
H -1.0921 0.9827 -1.3258 1.857 -0.932 -2.071 0.23
H 1.3407 -0.9150 -0.9949 -1.945 4.515 1.117 0.35
H 1.3636 -0.0801 1.2542 -1.965 -1.342 -0.932 0.23
N 0.7067 0.1285 -0.6308 3.012 -5.299 -5.806 -0.33
N -0.7862 1.8305 2.1456 3.199 -5.885 -5.212 -0.41
N -1.3798 -2.3151 1.2003 4.841 4.839 -0.877 -0.38
O 0.4394 0.5164 -2.9191 -1.902 -0.331 2.632 -0.45

11
Properties=species:S:1:pos:R:3:forces:R:3:mulliken_charge:R:1 method="wB97M-V/def2-TZVPD" charge=0 smiles=c1cc2ocnn2n1 spin_multiplicity=1 homo_lumo_gap_ev=9.71
C 1.9612 -0.1113 0.0039 2.623 3.003 0.494 -0.07
C 1.2380 1.2345 -0.0184 5.393 1.440 1.751 -0.61
C 0.0225 0.7775 -0.1213 -3.660 -3.866 0.739 0.30
C -1.9110 -0.1011 0.0706 -4.448 -2.287 -0.546 0.13
H 3.0388 -0.2438 0.0283 -0.102 0.430 0.038 0.44
H 1.7964 2.2909 0.3918 -2.076 -3.336 -1.831 0.25
H -3.0330 -0.1204 -0.0882 1.663 -0.034 0.706 0.35
N -1.1759 -1.1279 0.0449 -1.371 -2.879 0.104 -0.85
N 0.0396 -0.6894 -0.0952 1.094 4.019 -0.248 1.21
N 1.2846 -1.1962 0.0439 -2.343 -0.082 -0.576 -0.80
O -1.3380 1.0462 0.0131 3.227 3.592 -0.630 -0.35

11
Properties=species:S:1:pos:R:3:forces:R:3:mulliken_charge:R:1 method="wB97M-V/def2-TZVPD" charge=0 smiles="[H]/N=C1/N=CC=NC1=S" spin_multiplicity=1 homo_lumo_gap_ev=7.27
C 0.4653 0.9747 -0.1160 0.623 1.085 0.397 0.36
C -1.5693 -0.0361 -0.0707 -1.188 1.218 0.215 0.06
C -0.9594 -1.3597 0.0652 0.178 -0.016 0.006 0.06
C 1.1359 -0.3920 -0.1475 -1.230 -0.266 0.437 0.35
H 2.1094 1.9428 0.2091 -0.695 -0.260 -0.102 0.25
H -2.6857 -0.0083 -0.0168 0.922 0.065 -0.236 0.33
H -1.6562 -2.1950 0.2660 0.603 0.262 -0.266 0.35
N 1.0857 2.0742 0.1103 -0.128 -0.797 -0.334 -0.56
N -0.9509 1.0863 -0.1925 -0.028 -1.484 0.077 -0.46
N 0.2962 -1.5680 -0.0404 0.528 0.553 0.036 -0.48
S 2.7290 -0.5187 -0.0668 0.414 -0.362 -0.230 -0.26

11
Properties=species:S:1:pos:R:3:forces:R:3:mulliken_charge:R:1 method="wB97M-V/def2-TZVPD" charge=0 smiles="[H]/N=C1/N=CC=NC1=S" spin_multiplicity=1 homo_lumo_gap_ev=6.89
C -0.9299 -0.5195 0.3806 0.075 0.440 -0.645 0.31
C -0.0073 0.3066 -1.5172 2.966 1.160 -2.879 0.05
C 1.3022 0.5713 -0.8615 0.426 0.666 0.650 -0.16
C 0.2797 0.1265 0.9974 -3.645 -1.359 3.382 0.46
H -1.6124 -1.5082 1.9160 0.735 0.211 1.211 0.26
H -0.1407 0.6096 -2.5418 0.609 0.243 -0.629 0.40
H 2.2987 0.7930 -1.3297 -1.461 -0.043 -0.166 0.37
N -1.7898 -1.2278 0.9851 -0.110 0.504 -3.061 -0.58
N -1.0534 -0.0922 -1.0272 -3.389 -2.379 3.725 -0.46
N 1.2606 0.7315 0.4188 4.261 0.928 -4.400 -0.40
S 0.3924 0.2092 2.5796 -0.467 -0.371 2.811 -0.24

9
Properties=species:S:1:pos:R:3:forces:R:3:mulliken_charge:R:1 method="wB97M-V/def2-TZVPD" charge=0 smiles=C#C[C@H](O)C#N spin_multiplicity=1 homo_lumo_gap_ev=11.72
O -1.2566 0.9557 -0.6929 0.047 0.194 0.123 -0.51
C -0.5632 -0.2088 -0.3231 0.082 -0.214 -0.004 0.26
C 0.8997 -0.0309 -0.2812 0.574 0.095 -0.010 -0.63
C 2.0894 0.1415 -0.2542 -0.529 -0.091 0.001 0.12
C -1.0442 -0.7290 0.9849 -0.360 -0.341 0.909 0.13
N -1.4392 -1.1068 2.0032 0.393 0.360 -1.000 -0.35
H -1.0037 1.6627 -0.0828 -0.066 -0.048 -0.121 0.37
H -0.8128 -0.9555 -1.0845 0.052 0.064 0.111 0.21
H 3.1480 0.2857 -0.2279 -0.194 -0.019 -0.007 0.41

9
Properties=species:S:1:pos:R:3:forces:R:3:mulliken_charge:R:1 method="wB97M-V/def2-TZVPD" charge=0 spin_multiplicity=1 homo_lumo_gap_ev="8.74 / 8.31"
O 1.2809 -1.3907 -1.0102 -0.362 -1.049 -0.632 -0.48
C 0.2690 -0.1328 0.7074 -0.067 1.451 0.658 -0.68
C -0.4808 1.0145 0.4090 -0.024 -0.355 0.183 -0.23
C -1.0973 2.0213 0.1467 -0.078 -0.067 0.032 0.32
C 0.2716 -1.3110 -0.0923 0.389 0.309 -0.162 0.43
N -0.6034 -2.0644 0.3499 0.227 -0.090 -0.111 -0.41
H 0.9638 -0.9329 -1.7985 0.226 0.030 -0.180 0.34
H 1.0887 -0.0481 1.4221 -0.450 -0.099 0.198 0.31
H -1.6750 2.8945 -0.0637 0.139 -0.130 0.015 0.40

9
Properties=species:S:1:pos:R:3:forces:R:3:mulliken_charge:R:1 method="wB97M-V/def2-TZVPD" charge=0 spin_multiplicity=1 homo_lumo_gap_ev=8.72
O 0.0701 -0.9105 1.4947 -0.241 -0.075 0.438 -0.46
C -0.1577 -0.0982 0.3932 -0.053 -0.053 -0.336 -0.59
C -0.1507 -0.6603 -0.9038 -0.288 -0.386 -0.590 -0.30
C -0.1543 -1.1592 -2.0013 0.007 0.124 0.331 0.32
C -0.0662 1.2186 0.5421 -1.716 -0.754 -0.211 0.41
N 0.1894 2.4087 0.6957 2.388 -2.145 0.052 -0.52
H -0.7115 -0.8786 2.0562 -0.008 -0.215 0.024 0.34
H 1.1570 1.6942 0.6864 -0.122 3.445 0.240 0.39
H -0.1761 -1.6147 -2.9632 0.033 0.060 0.052 0.41

9
Properties=species:S:1:pos:R:3:forces:R:3:mulliken_charge:R:1 method="wB97M-V/def2-TZVPD" charge=0 spin_multiplicity=1 homo_lumo_gap_ev=9.62
O -1.1699 0.7258 -0.5338 0.130 0.197 -0.045 -0.48
C -0.8339 -0.0373 0.5812 -0.114 -0.202 0.250 -0.54
C 0.5535 -0.7056 0.4303 0.047 -0.427 -0.034 0.61
C 0.5514 -2.0168 0.4381 -0.069 0.616 -0.017 -0.22
C 1.7113 0.1067 0.2513 0.885 0.551 -0.118 0.01
N 2.6305 0.7939 0.0935 -0.944 -0.636 0.164 -0.37
H -0.6011 1.5074 -0.5614 -0.099 -0.097 -0.078 0.34
H -1.5968 -0.8122 0.6880 0.133 0.074 0.011 0.38
H -0.8108 0.5489 1.5091 0.032 -0.076 -0.134 0.28

9
Properties=species:S:1:pos:R:3:forces:R:3:mulliken_charge:R:1 method="wB97M-V/def2-TZVPD" charge=0 smiles=C#C[C@H](O)C#N spin_multiplicity=1 homo_lumo_gap_ev=11.59
O -1.3762 1.0718 -0.5155 0.109 0.172 0.140 -0.52
C -0.6432 -0.1156 -0.3801 0.123 -0.236 -0.025 0.24
C 0.8215 0.0490 -0.4221 0.624 0.022 0.083 -0.65
C 2.0135 0.1018 -0.2721 -0.516 -0.024 -0.074 0.16
C -0.9012 -0.8221 0.9050 -0.188 -0.529 0.937 0.12
N -1.0076 -1.3786 1.9124 -0.043 0.551 -0.968 -0.35
H -0.9926 1.7388 0.0701 -0.083 -0.068 -0.060 0.37
H -0.9819 -0.7651 -1.1938 0.110 0.042 0.107 0.22
H 3.0677 0.1201 -0.1039 -0.135 0.071 -0.139 0.41

10
Properties=species:S:1:pos:R:3:forces:R:3:mulliken_charge:R:1 method="wB97M-V/def2-TZVPD" charge=0 smiles="N=C=C=C=O.C=O" spin_multiplicity=1 homo_lumo_gap_ev=9.28
C 3.2862 -0.4805 0.0054 -1.108 -0.291 0.096 -0.66
C 2.1951 -1.1310 -0.1004 -1.077 -1.913 0.601 0.42
C 4.2675 0.2841 0.1240 -0.143 -0.338 -0.824 0.82
C -0.6011 0.5386 0.5593 -1.193 -0.848 -0.656 -0.11
N 1.2570 -1.8898 0.0338 -0.459 -0.770 -2.342 -0.49
O 5.2191 0.9162 0.0849 1.746 1.417 0.483 -0.41
O -0.7380 -0.3534 -0.2259 0.070 0.174 -0.245 -0.41
H -1.3662 1.2050 0.7787 -2.386 1.573 -0.098 0.29
H 0.1593 0.7964 1.2222 2.856 -0.508 0.853 0.23
H 0.6382 -2.3413 -0.7461 1.694 1.504 2.132 0.32